No. 1
A cluster of 2 separate species, C13H12BF3N3O12S in total at a distorted geometry, computed with ωB97M-V/def2-TZVPD.

Summary:
- Charge: -1
- Kohn-Sham gap: 6.19 eV
- Spin multiplicity: 1
- Relative energy (zero: lowest compared OMol25 entry of this formula, charge and spin): 1.1009 eV
- E_HOMO: -4.224 eV

Each line ends with the Löwdin charge.
Positions of all 45 atoms, in Å:
O  -1.801  -3.518  -0.026  -0.3036
S  -2.044  -2.173  -0.503  0.7570
O  -1.363  -1.553  -1.599  -0.2948
C  -3.883  -1.992  -0.887  -0.6285
F  -4.238  -2.650  -2.000  0.1198
F  -4.588  -2.463  0.167  0.1147
F  -4.143  -0.672  -1.044  0.1111
C  -1.989  -1.092  0.955  -0.2857
C  -0.947  -0.024  1.055  -0.1026
C  -1.396  1.068  1.951  -0.0988
N  -0.904  2.343  2.069  -0.1779
O  -0.510  3.199  1.305  0.0121
O  -1.077  2.657  3.487  -0.0317
N  -1.620  1.599  4.185  0.1163
C  -1.816  0.646  3.223  -0.1846
C  -2.311  -0.698  3.391  -0.1065
N  -2.733  -1.254  4.662  -0.3520
O  -2.458  -0.698  5.743  0.0132
O  -3.349  -2.348  4.617  -0.0233
C  -2.330  -1.553  2.250  -0.0138
H  -0.451  0.284  0.151  0.1046
H  -2.604  -2.593  2.412  0.1191
C  3.916  -2.437  -0.887  0.0223
C  2.769  -1.525  -1.202  -0.4381
O  3.198  -0.211  -1.345  0.2002
B  2.489  0.791  -1.999  -0.6707
H  -0.398  -0.646  1.822  0.1515
O  2.439  2.038  -1.402  0.2031
C  2.501  2.179  -0.017  -0.4413
C  3.058  3.530  0.298  0.0281
O  2.103  1.348  0.765  0.1471
O  1.795  0.596  -3.158  0.1987
C  0.449  1.024  -3.294  -0.4196
C  0.193  0.986  -4.764  0.0230
O  -0.271  1.303  -2.370  0.1644
O  1.613  -1.880  -1.272  0.1451
H  4.835  -1.890  -0.690  0.0818
H  3.674  -3.073  -0.033  0.0948
H  4.085  -3.110  -1.732  0.0927
H  3.012  4.146  -0.594  0.0853
H  2.499  3.994  1.110  0.0931
H  4.099  3.442  0.606  0.0922
H  0.451  -0.019  -5.104  0.0982
H  -0.829  1.218  -5.053  0.0907
H  0.875  1.684  -5.254  0.0936

=====

No. 2
An isolated molecule of C13H12Br4N4 at a distorted geometry, computed with ωB97M-V/def2-TZVPD.

Summary:
- Kohn-Sham gap: 8.23 eV
- Spin multiplicity: 1
- Structure (SMILES): N[C@H]1CC=CC[C@@H]1Nc1nc2c(Br)c(Br)c(Br)c(Br)c2[nH]1
- Relative energy (zero: lowest compared OMol25 entry of this formula, charge and spin): 1.3176 eV
- E_HOMO: -8.216 eV

Each line ends with the Löwdin charge.
Positions of all 33 atoms, in Å:
Br  1.822  -2.483  -5.888  0.6412
Br  -0.105  -0.065  -7.225  0.5960
Br  1.611  -3.049  -2.456  0.7292
Br  -1.604  2.105  -5.224  0.8104
N  -0.012  -0.653  -1.165  0.1502
C  -0.709  0.390  -0.812  -0.2996
C  1.512  -0.048  3.994  -0.0612
C  2.105  0.536  2.912  -0.0771
C  0.746  -1.347  -4.686  -0.6608
C  -0.037  -0.251  -5.229  -0.6129
C  0.725  -1.585  -3.324  -0.6348
C  -0.811  0.669  -4.444  -0.7290
C  0.045  -0.683  -2.504  -0.3179
C  -0.658  0.390  -3.083  -0.2035
N  -1.207  0.987  -1.930  0.1570
N  -2.144  -0.369  2.755  0.0376
N  -0.795  0.765  0.573  0.0847
C  0.018  -0.455  4.089  -0.1253
C  1.391  0.785  1.626  -0.1242
C  -0.818  0.248  2.960  -0.3695
C  -0.038  0.158  1.648  -0.2965
H  2.098  -0.117  4.844  0.0622
H  3.154  0.860  2.933  0.1063
H  -1.685  1.888  -1.877  0.1577
H  -2.856  0.117  2.158  0.0925
H  -1.999  -1.276  2.392  0.0488
H  -1.301  1.603  0.769  0.1256
H  -0.213  -1.526  3.981  0.1080
H  -0.500  -0.225  5.063  0.1231
H  1.945  0.447  0.820  0.0922
H  1.291  1.795  1.517  0.0862
H  -0.900  1.323  3.238  0.1520
H  -0.074  -0.935  1.576  0.1516

=====

No. 3
A structure of composition C13H12Cl5IN3V, computed with ωB97M-V/def2-TZVPD.

Summary:
- <S²>: 0.7989
- Charge: +1
- Kohn-Sham gap (alpha / beta): 8.11 / 8.49 eV
- Spin multiplicity: 2
- Relative energy (zero: lowest compared OMol25 entry of this formula, charge and spin): 0.0550 eV
- E_HOMO (alpha / beta): -12.117 / -12.148 eV

Each line ends with the Löwdin spin population.
Positions of all 35 atoms, in Å:
V  -1.269  -0.457  0.080  1.2180
Cl  -2.090  -0.558  2.361  0.0053
C  -1.204  1.024  2.244  0.0108
C  -0.587  1.186  1.035  -0.0060
C  0.111  2.370  0.861  0.0021
Cl  0.914  2.660  -0.644  0.0010
C  0.171  3.320  1.880  -0.0015
Cl  1.038  4.779  1.661  -0.0008
C  -0.485  3.087  3.103  0.0028
Cl  -0.407  4.241  4.359  0.0011
C  -1.205  1.908  3.307  0.0014
Cl  -2.026  1.563  4.763  -0.0011
I  -3.069  2.691  -4.896  -0.0001
C  -2.223  1.283  -3.678  0.0022
C  -1.490  0.170  -4.051  0.0105
N  -1.128  -0.464  -2.932  0.0015
N  -1.582  0.172  -1.835  -0.0015
C  -2.253  1.238  -2.287  0.0097
H  -1.197  -0.198  -5.020  0.0005
H  -0.533  -1.269  -2.813  -0.0003
H  -2.705  1.929  -1.592  0.0005
C  2.390  -0.933  0.294  -0.0060
C  1.334  -2.031  0.234  -0.0215
C  1.225  -2.778  1.557  -0.0065
C  1.597  -2.985  -0.927  -0.0065
N  0.032  -1.386  -0.016  -0.2121
H  3.371  -1.380  0.458  -0.0011
H  2.187  -0.239  1.110  0.0000
H  2.423  -0.364  -0.636  0.0000
H  2.177  -3.259  1.788  -0.0011
H  0.454  -3.547  1.514  -0.0001
H  0.991  -2.091  2.372  0.0000
H  2.540  -3.509  -0.762  -0.0010
H  1.689  -2.440  -1.869  -0.0001
H  0.808  -3.732  -1.022  -0.0002

=====

Result set for DFT total energy: -62377.183, -299804.849, -114539.490 eV, one per record in the order listed.